1.
{
  "formula": "C15H27BeN4O3Te",
  "method": "the ωB97M-V functional and the def2-TZVPD basis",
  "total_energy_ha": -1315.22257,
  "total_charge": 1,
  "fmax_ha_per_bohr": 0.0612,
  "species": ["Be", "N", "C", "C", "C", "C", "N", "C", "N", "N", "C", "O", "O", "H", "H", "H", "H", "H", "H", "H", "H", "H", "H", "H", "H", "H", "H", "O", "H", "H", "C", "C", "C", "C", "C", "C", "Te", "C", "C", "C", "H", "H", "H", "H", "H", "H", "H", "H", "H", "H", "H"],
  "positions_angstrom": [[11.4137, 8.2839, 9.9406], [10.6219, 9.8432, 10.5655], [9.2818, 9.5174, 11.0719], [8.3552, 10.6315, 10.6513], [6.8556, 10.6493, 11.0283], [6.5357, 10.1713, 12.4694], [6.7129, 8.6673, 12.5189], [6.4241, 7.9141, 13.5308], [6.6456, 6.6159, 13.4344], [5.8663, 8.3956, 14.6454], [9.0450, 8.1018, 10.5138], [7.9334, 7.4896, 10.6885], [10.0028, 7.5863, 9.8439], [11.0988, 10.5434, 11.0958], [10.5790, 10.3000, 9.7066], [9.3836, 9.4771, 12.1771], [8.4424, 10.7147, 9.5818], [8.8936, 11.5329, 11.0455], [6.3058, 9.9424, 10.3399], [6.3532, 11.6223, 10.8571], [5.4671, 10.3809, 12.6414], [7.1340, 10.7261, 13.1896], [7.1075, 8.2391, 11.5989], [7.1647, 6.2160, 12.6526], [6.3642, 6.0515, 14.1881], [5.4885, 9.3457, 14.5868], [5.4558, 7.9076, 15.4478], [12.2069, 8.7929, 8.4036], [13.1962, 8.6065, 8.4801], [12.0481, 8.6324, 7.4087], [16.9657, 8.8126, 6.4428], [16.0788, 8.4224, 7.5974], [15.6559, 9.3460, 8.4950], [14.8122, 9.0638, 9.5637], [14.4451, 10.1312, 10.4904], [14.4218, 7.7552, 9.7723], [13.0476, 7.4092, 11.4140], [15.0529, 6.7142, 9.0073], [14.7348, 5.2731, 9.2682], [15.7832, 7.0687, 7.8563], [17.1439, 9.8431, 6.4909], [16.4654, 8.5369, 5.5040], [17.9032, 8.1746, 6.5766], [15.8823, 10.4267, 8.3801], [15.3791, 10.6708, 10.7549], [13.8461, 9.8578, 11.3815], [13.8293, 10.8690, 10.0007], [13.6938, 5.0363, 9.3245], [15.1098, 4.9337, 10.2434], [15.2344, 4.5971, 8.5414], [16.1160, 6.3135, 7.1572]],
  "forces_ev_per_a": [[0.21, 0.35, 0.16], [0.82, -0.76, 0.72], [0.85, -0.61, 0.55], [-0.36, 1.42, 0.56], [-0.65, -1.29, -0.20], [-0.66, -0.98, -0.86], [0.22, 3.02, -0.85], [-0.48, -0.45, 0.11], [0.64, -0.63, -0.72], [-1.10, 1.77, 1.10], [-2.07, -1.77, -0.39], [2.37, 1.28, -0.63], [-0.70, 0.27, 0.26], [0.47, 0.01, 1.04], [-0.62, 0.90, -2.22], [-0.27, -0.25, -0.55], [-0.14, 0.07, -0.63], [-0.79, -0.41, -0.18], [0.55, 0.64, 0.60], [0.74, -0.35, 0.13], [0.34, 0.09, 0.11], [0.14, -0.29, 0.28], [-0.04, -0.28, 0.87], [-0.31, 0.28, 0.38], [-0.14, -0.92, 0.64], [0.44, -0.60, -0.01], [0.69, -0.33, -0.97], [0.18, -0.61, -2.10], [-0.76, 0.20, 0.42], [-0.23, 0.25, 2.37], [0.12, -2.82, 0.44], [0.49, -1.03, -0.35], [-0.41, 2.22, 0.22], [0.31, -1.17, 0.05], [0.03, 1.82, 0.96], [1.00, -1.25, 0.70], [0.14, -0.82, -0.63], [-1.21, 0.47, -1.00], [1.42, -0.90, 0.15], [-0.51, 0.51, 1.05], [0.60, 1.41, -0.19], [0.38, 0.15, 0.09], [-0.96, 1.18, -0.59], [0.19, -0.79, -0.18], [-0.61, -0.23, 0.22], [0.95, -0.12, -0.52], [-0.26, 0.55, -0.48], [-0.81, 0.13, -0.26], [0.08, 0.33, -0.03], [-0.41, 0.54, 0.22], [0.13, -0.17, 0.14]]
}

***

2.
{
  "formula": "C15H27F6LiN3O2Ta",
  "method": "the ωB97M-V functional and the def2-TZVPD basis",
  "total_energy_ha": -1565.66631,
  "total_charge": 2,
  "fmax_ha_per_bohr": 0.1946,
  "species": ["N", "C", "O", "Li", "Ta", "N", "N", "C", "C", "C", "C", "C", "C", "C", "C", "H", "H", "H", "H", "H", "H", "H", "H", "H", "H", "H", "H", "H", "H", "H", "H", "H", "H", "C", "H", "H", "H", "C", "H", "H", "H", "C", "C", "O", "C", "F", "F", "F", "C", "F", "F", "F", "H", "H", "H"],
  "positions_angstrom": [[-2.1420, -0.9253, 0.4938], [-2.3494, -1.0990, 1.7791], [-3.2855, -1.8914, 2.0933], [-3.6084, -2.0108, 0.4257], [-0.5102, -0.1376, -0.1321], [-0.4474, 1.7658, 0.5326], [0.3472, -0.1205, -2.0735], [-1.4629, 2.5106, 1.3403], [0.7149, -1.3675, -2.7992], [-2.7109, 2.6094, 0.4772], [-1.0866, 3.9324, 1.7497], [-1.5917, 1.8336, 2.7010], [0.4118, -1.3571, -4.3071], [2.2043, -1.7725, -2.7239], [-0.1449, -2.4930, -2.2468], [-2.4768, 3.2200, -0.4066], [-3.5215, 3.0809, 1.0697], [-3.0284, 1.6161, 0.1501], [-0.2401, 3.9633, 2.4257], [-1.9263, 4.3384, 2.3430], [-0.9091, 4.6350, 0.9286], [-2.0374, 0.8360, 2.6011], [-2.2452, 2.4664, 3.3397], [-0.6022, 1.7638, 3.1805], [-0.5916, -1.0201, -4.5593], [0.5307, -2.4027, -4.6566], [1.1254, -0.7611, -4.8902], [2.8650, -1.0484, -3.2413], [2.2682, -2.7109, -3.3162], [2.5294, -1.9960, -1.6978], [0.1572, -2.7586, -1.2351], [-0.0098, -3.3740, -2.8967], [-1.1929, -2.1880, -2.2257], [0.7363, 1.1027, -2.8369], [0.3952, 2.0221, -2.3624], [1.8322, 1.1412, -2.9052], [0.3606, 0.9885, -3.8607], [0.7542, 2.5967, 0.3373], [1.1516, 2.9441, 1.3077], [1.5738, 2.0583, -0.1261], [0.5653, 3.4746, -0.3147], [2.5313, 0.1746, 2.3666], [1.8285, -1.1014, 1.9587], [0.8602, -0.8911, 0.8753], [2.8359, -2.1327, 1.3614], [3.8009, -2.5918, 2.2023], [2.1928, -3.2088, 0.8414], [3.4855, -1.5210, 0.3101], [0.9511, -1.7124, 3.1068], [1.6168, -2.1021, 4.2301], [0.0345, -0.7589, 3.4964], [0.2346, -2.7734, 2.6631], [3.0139, 0.6060, 1.4811], [3.2856, 0.0054, 3.1601], [1.7784, 0.8883, 2.7103]],
  "forces_ev_per_a": [[1.00, 1.23, 2.96], [-6.63, -5.48, -5.11], [4.07, 3.48, 4.23], [-1.25, -0.88, -1.31], [6.30, 4.54, -2.47], [0.16, -1.14, -0.96], [-1.46, 0.24, 1.62], [-0.30, 0.03, 0.11], [-0.11, -0.54, -0.50], [-0.47, 0.15, 0.60], [-0.08, 0.94, 0.11], [-0.40, 0.60, 0.30], [0.17, 0.11, -0.57], [0.00, -0.28, -0.05], [0.30, -0.16, 0.21], [-0.24, -0.18, 0.26], [0.30, -0.26, -0.57], [-0.22, 0.04, -0.06], [0.21, 0.03, 0.04], [0.27, -0.20, -0.45], [-0.06, -0.26, 0.05], [-0.14, -0.39, 0.24], [0.29, -0.77, -0.24], [-0.44, -0.17, -0.15], [-0.17, -0.02, 0.08], [-0.15, 0.67, 0.10], [-0.15, -0.08, 0.20], [-0.35, -0.27, 0.55], [0.16, 0.51, 0.47], [0.02, 0.26, -0.44], [0.18, -0.27, 0.38], [-0.32, 0.19, 0.63], [-0.25, -0.11, -0.31], [0.38, -0.65, 0.37], [-0.19, -0.15, -0.12], [-0.15, 0.03, 0.03], [-0.12, 0.40, 0.37], [0.83, 0.05, -0.08], [-0.27, -0.12, -0.46], [0.05, -0.39, -0.23], [-0.15, -0.51, 0.44], [-0.06, 0.32, -0.10], [-0.46, -0.75, -0.26], [0.51, -0.18, 0.90], [1.36, -0.96, -1.05], [-1.59, 0.93, -0.63], [0.39, 0.89, 0.52], [-0.73, -0.46, 1.21], [-0.13, -0.56, 1.28], [-0.58, 0.76, -1.91], [0.55, -0.66, -0.45], [0.40, 0.79, 0.23], [0.05, -0.21, 0.29], [-0.47, -0.04, -0.45], [0.15, -0.09, 0.16]]
}

***

3.
{
  "formula": "C15H27F6N3O2RbTa",
  "method": "the ωB97M-V functional and the def2-TZVPD basis",
  "total_charge": 2,
  "de_lowest_kcal_mol": 38.39,
  "fmax_ha_per_bohr": 0.1220,
  "species": ["N", "C", "O", "Rb", "Ta", "N", "N", "C", "C", "C", "C", "C", "C", "C", "C", "H", "H", "H", "H", "H", "H", "H", "H", "H", "H", "H", "H", "H", "H", "H", "H", "H", "H", "C", "H", "H", "H", "C", "H", "H", "H", "C", "C", "O", "C", "F", "F", "F", "C", "F", "F", "F", "H", "H", "H"],
  "positions_angstrom": [[-1.8829, -0.7117, -0.7202], [-3.0529, -0.1943, -0.8862], [-4.1471, 0.2130, -0.9885], [0.5089, -3.6151, -0.1038], [-0.0307, -0.1859, -0.2651], [1.0956, -0.6776, -1.8321], [0.3690, -1.6766, 0.9862], [0.5451, 0.0126, -3.0506], [-0.3752, -2.0811, 2.2634], [-0.4494, -0.9375, -3.7117], [1.6547, 0.3665, -4.0390], [-0.1467, 1.2926, -2.6147], [0.4406, -3.1678, 2.9957], [-0.5406, -0.8607, 3.1645], [-1.7532, -2.6231, 1.8660], [0.0466, -1.8732, -4.0048], [-0.8625, -0.4613, -4.6128], [-1.2803, -1.1792, -3.0363], [2.4300, 0.9716, -3.5545], [1.2228, 0.9626, -4.8550], [2.1094, -0.5204, -4.4927], [-0.8295, 1.1516, -1.7177], [-0.8056, 1.6414, -3.4249], [0.5776, 2.0842, -2.3901], [0.2456, -4.1839, 2.6071], [0.1258, -3.1817, 4.0482], [1.5219, -2.9666, 2.9796], [0.4256, -0.4122, 3.4315], [-1.0321, -1.1739, 4.1022], [-1.1743, -0.0935, 2.6972], [-2.2387, -2.0184, 1.0874], [-2.3987, -2.6025, 2.7567], [-1.7219, -3.6798, 1.5410], [1.7506, -1.1372, 1.2054], [1.9000, -0.1565, 0.6511], [1.9234, -0.9308, 2.2729], [2.5276, -1.8509, 0.8693], [2.1403, -1.6912, -2.0965], [2.8957, -1.2776, -2.7803], [2.6950, -1.9597, -1.1791], [1.7310, -2.6067, -2.5747], [-1.6556, 2.7185, 1.9814], [-0.4197, 2.7751, 1.1238], [-0.0838, 1.5047, 0.5144], [-0.6206, 3.7731, -0.0499], [-0.9168, 5.0374, 0.3509], [0.4611, 3.8350, -0.8678], [-1.6710, 3.3361, -0.8249], [0.8450, 3.1581, 1.9448], [0.7592, 4.3678, 2.5594], [1.0326, 2.2157, 2.9272], [1.9641, 3.1392, 1.1846], [-2.4823, 2.2878, 1.4026], [-1.9184, 3.7395, 2.2927], [-1.4543, 2.1043, 2.8668]],
  "forces_ev_per_a": [[-3.61, 2.16, -0.48], [1.13, -1.00, 0.62], [2.85, -0.96, 0.09], [0.34, -5.40, -2.73], [-0.02, -0.81, -0.55], [-0.52, 0.06, 0.86], [-0.24, 5.82, 2.34], [0.24, -0.58, -0.62], [0.14, -0.29, -0.05], [-0.23, -0.10, -0.29], [0.02, 0.28, -0.12], [-0.24, 0.19, 0.32], [-0.16, -0.08, 0.18], [-0.06, 0.05, 0.36], [-0.29, -0.20, 0.16], [-0.16, 0.25, -0.05], [0.11, -0.28, 0.20], [0.19, 0.05, -0.26], [-0.06, -0.11, -0.11], [0.12, -0.15, 0.21], [-0.13, 0.22, 0.04], [0.22, 0.63, -1.26], [0.10, -0.07, 0.44], [-0.23, -0.20, 0.09], [0.15, 0.37, 0.15], [0.16, -0.11, -0.30], [-0.30, -0.09, 0.10], [-0.33, -0.03, 0.01], [0.22, 0.18, -0.38], [0.15, -0.22, 0.04], [0.19, -0.27, 0.41], [0.18, -0.10, -0.31], [-0.06, 0.42, 0.09], [-0.14, -0.49, 0.55], [0.59, -0.52, 0.39], [0.02, 0.22, -0.54], [-0.21, 0.55, -0.01], [0.25, 0.27, 0.03], [-0.25, -0.22, 0.30], [-0.37, 0.11, -0.38], [0.13, 0.48, 0.20], [-0.13, -0.23, 0.19], [0.96, 0.31, -0.61], [-0.44, 0.69, 0.74], [-0.43, 1.12, -1.20], [0.43, -1.72, -0.19], [-0.85, -0.06, 0.78], [0.87, 0.22, 0.78], [1.10, 0.40, 1.11], [-0.20, -1.50, -0.97], [-0.30, 0.65, -0.83], [-0.90, 0.03, 0.50], [0.15, 0.18, 0.18], [0.03, -0.35, -0.04], [-0.16, 0.24, -0.18]]
}